(1)
Formula: C28H50N3O10
Source: the OMol25 dataset
Level of theory: ωB97M-V/def2-TZVPD

The orbital gap is 9.85 eV. Its charge is +1.

Element x y z (Å)
C 4.1495 -0.2811 -2.9825
C 3.9551 0.2133 -1.5442
C 2.7842 -0.4493 -0.8120
C 1.4191 -0.1245 -1.4141
C 1.0839 1.3789 -1.3076
N 0.2882 -0.9095 -0.8043
C 0.5922 -1.6209 0.3274
N 0.4349 -0.9996 1.4848
N 1.0526 -2.8907 0.3248
C 0.9739 -3.7270 -0.9121
C 0.5613 -2.9462 -2.1605
C -0.3820 -1.8394 -1.7503
O -0.8861 -1.1253 -2.8182
C -2.3050 -1.0689 -2.9013
C -2.9126 -0.0554 -1.9343
C -3.1310 -0.5726 -0.5125
O -2.1345 1.1213 -1.8567
H 3.2156 -0.3645 -3.5333
H 4.6506 -1.2474 -2.9663
H 4.7911 0.4086 -3.5253
H 3.9104 1.2976 -1.4888
H 4.8462 -0.0765 -0.9858
H 2.8181 -0.1404 0.2338
H 2.9743 -1.5258 -0.8619
H 1.4419 -0.3616 -2.4737
H 0.7409 1.7579 -2.2672
H 0.2911 1.5331 -0.5835
H 1.9542 1.9654 -1.0258
H -0.1974 -0.2190 1.4923
H 0.9422 -1.3066 2.3046
H 0.6198 -3.3786 1.0997
H 1.9583 -4.1590 -1.0779
H 0.2890 -4.5499 -0.7331
H 1.4117 -2.5750 -2.7284
H 0.0301 -3.6217 -2.8308
H -1.1948 -2.3022 -1.1792
H -2.7418 -2.0616 -2.7753
H -2.5110 -0.7541 -3.9225
H -3.8936 0.2047 -2.3506
H -4.0552 -0.2281 -0.0636
H -3.1272 -1.6599 -0.4550
H -2.3141 -0.1914 0.1024
H -1.6101 1.2156 -2.6656
O 3.8781 -0.7104 2.3473
C 3.6836 -1.4224 3.2905
O 2.4545 -1.5099 3.8627
C 2.5070 -2.3660 5.0270
C 3.7289 -3.2495 4.8083
C 4.6527 -2.3249 4.0117
H 2.6040 -1.7281 5.9050
H 1.5768 -2.9262 5.0897
H 4.1572 -3.6159 5.7375
H 3.4562 -4.1130 4.1989
H 5.2667 -1.6977 4.6567
H 5.2819 -2.8543 3.3018
O -5.9094 -3.2020 1.8100
C -6.6643 -2.5303 1.1736
O -6.2251 -1.6120 0.2765
C -7.3360 -0.8791 -0.2751
C -8.5477 -1.7816 -0.0722
C -8.1793 -2.5159 1.2173
H -7.4261 0.0650 0.2661
H -7.1266 -0.6684 -1.3211
H -9.4842 -1.2311 -0.0229
H -8.6183 -2.4947 -0.8941
H -8.4888 -1.9680 2.1084
H -8.5659 -3.5293 1.2651
O 4.0947 0.5080 5.2670
C 3.7985 1.6534 5.0730
O 3.8811 2.5860 6.0389
C 3.3759 3.8489 5.5635
C 3.4831 3.7709 4.0453
C 3.2774 2.2770 3.7936
H 2.3437 3.9522 5.9038
H 3.9719 4.6448 6.0010
H 2.7707 4.4150 3.5349
H 4.4860 4.0607 3.7307
H 2.2223 2.0146 3.6940
H 3.8235 1.8949 2.9366
O -0.6875 1.9096 -4.2286
C -0.8878 3.0905 -4.3519
O -0.9072 3.9217 -3.3006
C -1.2680 5.2546 -3.7213
C -0.9263 5.3045 -5.2056
C -1.1664 3.8550 -5.6280
H -2.3338 5.3921 -3.5323
H -0.7085 5.9675 -3.1225
H -1.5158 6.0348 -5.7541
H 0.1269 5.5555 -5.3342
H -2.2041 3.6725 -5.9124
H -0.5101 3.5183 -6.4251

Forces on atoms 1 to 2 (eV/Å):
C 0.1 0.3 0.3
C 0.1 -0.4 0.0

(2)
Formula: C28H52Cl2N10O3P2S2Tb
Source: the OMol25 dataset
Level of theory: ωB97M-V/def2-TZVPD

The orbital gap (alpha / beta) is 7.02 / 7.33 eV. Its multiplicity is 7. Its expectation value of S² is 12.613. Its charge is +1.

Element x y z (Å)
Tb -0.8105 0.3839 -0.9577
N -2.7354 0.2492 -2.8335
C -2.2611 0.3814 -4.1963
C -0.8848 1.0000 -4.2447
N 0.0715 0.5829 -3.2071
C 0.8728 -0.6344 -3.5536
C 0.1500 -1.9349 -3.2788
N -0.4335 -1.9232 -1.8807
H -3.0589 1.1910 -2.6324
H -3.5889 -0.3464 -2.7373
H -2.2362 -0.6383 -4.6633
H -2.9338 0.9322 -4.8559
H -0.4119 0.8282 -5.2491
H -1.0230 2.1117 -4.1435
H 0.7480 1.3448 -3.0381
H 1.2123 -0.5918 -4.6145
H 1.7199 -0.5972 -2.8654
H -0.6281 -2.1235 -4.0328
H 0.8551 -2.7559 -3.4414
H 0.3637 -2.1237 -1.2698
H -1.0646 -2.7211 -1.7067
C -3.3856 -1.3977 0.1169
C -3.9029 -0.0107 0.2723
C -5.2044 0.1658 0.7336
C -5.6991 1.4559 0.7868
C -4.9910 2.5351 0.2900
C -5.3979 3.8737 0.4139
C -4.6589 4.8735 -0.0863
C -3.4316 4.5779 -0.7135
C -2.9179 3.3157 -0.7685
S -1.3864 3.0289 -1.5998
C -3.6757 2.2707 -0.2459
N -3.1893 1.0040 -0.1933
H -2.3779 -1.5192 0.5084
H -3.4165 -1.7143 -0.9405
H -4.0451 -2.0516 0.7066
H -5.6806 -0.6992 1.2236
H -6.6686 1.6913 1.1635
H -6.4084 4.1095 0.8272
H -4.9145 5.8729 -0.0245
H -2.8526 5.3741 -1.1316
Cl 0.1808 3.5828 4.3602
C 0.2269 3.4701 2.5992
Cl -1.3520 3.6247 1.7907
H 0.6237 2.4616 2.3301
H 0.9031 4.2807 2.2012
C -1.0718 -0.1274 4.0883
N 0.1834 -0.6943 3.6263
C 1.3821 -0.0537 4.1925
P 0.1585 -1.4670 2.2194
O -0.5017 -0.8706 1.0434
O 1.7286 -1.7654 1.9587
P 2.4232 -2.6291 0.7056
O 1.3415 -3.2641 -0.0902
N 3.5557 -1.7931 -0.1357
C 3.7148 -1.8847 -1.5795
C 4.6244 -1.0027 0.5702
N 3.4001 -3.5916 1.6791
C 4.8654 -3.8359 1.4713
C 2.7627 -4.5197 2.5318
N -0.5607 -2.9431 2.6308
C -0.4617 -3.5822 3.9956
C -1.2805 -3.8099 1.7035
H -0.9472 0.9711 4.2382
H -1.9086 -0.3295 3.4555
H -1.3676 -0.5707 5.0493
H 1.5357 0.9165 3.7923
H 2.3144 -0.5786 3.9981
H 1.2705 -0.0273 5.2608
H 2.8456 -2.4568 -1.9470
H 4.5971 -2.4306 -1.8693
H 3.7482 -0.9071 -2.1045
H 4.3039 -0.8506 1.5926
H 4.7015 0.0047 0.1357
H 5.6346 -1.4364 0.5356
H 5.1914 -3.6552 0.4522
H 5.0040 -4.8984 1.6855
H 5.4654 -3.2568 2.1696
H 1.6812 -4.5756 2.4036
H 2.9144 -4.2416 3.5879
H 3.1336 -5.5035 2.3147
H 0.2850 -3.0271 4.6226
H -0.1658 -4.6273 3.8825
H -1.4416 -3.5578 4.4353
H -2.4096 -3.8012 1.7580
H -0.8994 -4.8773 1.8348
H -1.0172 -3.4864 0.7065
C 1.5464 3.9753 -4.0589
C 2.0925 3.7149 -2.6399
C 2.7278 4.6824 -1.8602
C 3.0436 4.3110 -0.6022
N 2.7161 3.1687 0.0268
C 2.1756 2.2474 -0.8302
S 1.9025 0.6904 -0.1787
N 1.8354 2.5342 -2.1015
H 1.0200 4.9944 -4.1131
H 0.9289 3.1383 -4.3989
H 2.3672 4.1034 -4.7827
H 3.0930 5.6598 -2.3068
H 3.5166 5.0267 0.0271

Forces on atoms 1 to 2 (eV/Å):
Tb -0.5 0.7 0.1
N -1.0 0.2 0.5

(3)
Formula: C28H52F9IO22Si2
Source: the OMol25 dataset
Level of theory: ωB97M-V/def2-TZVPD

The orbital gap is 9.82 eV. Its charge is 0.

Element x y z (Å)
C 3.7230 1.7624 -0.7922
C 2.5193 0.8818 -1.1103
C 1.1359 1.5605 -1.2606
I 1.1914 3.6433 -1.7572
Si 0.2240 0.7153 -2.6487
O -0.0830 -0.8556 -2.3169
Si -0.3214 -1.7080 -0.9194
C -1.4917 1.4325 -3.2674
F -1.4264 2.7188 -3.6679
F -1.7717 0.6914 -4.3827
C -2.7607 1.2826 -2.4009
F -3.8232 1.7890 -3.0523
F -2.9545 -0.0317 -2.1947
C -2.7010 1.9688 -1.0168
F -1.8140 1.2642 -0.2799
F -2.2491 3.2182 -1.1445
C -4.0349 2.0200 -0.2354
F -4.6848 0.8540 -0.3454
F -3.7654 2.2460 1.0540
F -4.8220 2.9921 -0.7044
H 4.5766 1.1236 -0.5516
H 3.5275 2.4035 0.0710
H 4.0033 2.3922 -1.6380
H 2.7466 0.2869 -2.0055
H 2.4103 0.1566 -0.2972
H 0.6161 1.5310 -0.3038
H 1.0766 0.7987 -3.8431
H 0.4699 -1.1234 0.1857
H 0.1266 -3.0919 -1.1486
H -1.7442 -1.7132 -0.5396
C -8.7561 7.5316 -4.1244
O -8.2885 6.1879 -4.2888
C -6.9944 6.0204 -4.0166
O -6.2346 6.8846 -3.6583
O -6.6855 4.7393 -4.2051
C -5.3098 4.4243 -3.9527
H -9.8104 7.5006 -4.3805
H -8.6211 7.8596 -3.0955
H -8.2199 8.2063 -4.7889
H -5.0536 4.6529 -2.9183
H -4.6632 4.9939 -4.6176
H -5.2156 3.3601 -4.1496
C 3.1108 -3.6500 -2.7860
O 4.5091 -3.7359 -2.4810
C 4.8463 -3.1093 -1.3570
O 4.0955 -2.4769 -0.6523
O 6.1480 -3.2817 -1.1387
C 6.6316 -2.5800 0.0129
H 2.9752 -4.1372 -3.7460
H 2.5221 -4.1518 -2.0207
H 2.8101 -2.6050 -2.8428
H 6.0938 -2.8991 0.9033
H 6.5060 -1.5065 -0.1156
H 7.6840 -2.8304 0.0981
C 1.3557 -7.6405 -5.7351
O 0.8857 -6.4880 -5.0246
C -0.2477 -5.9728 -5.5054
O -0.8653 -6.3907 -6.4503
O -0.5745 -4.9173 -4.7619
C -1.7712 -4.2444 -5.1728
H 2.2701 -7.9348 -5.2297
H 0.6194 -8.4405 -5.6925
H 1.5554 -7.3915 -6.7755
H -2.6309 -4.9091 -5.1186
H -1.6702 -3.8661 -6.1882
H -1.8848 -3.4206 -4.4743
C 7.3373 1.4780 5.0093
O 6.9492 0.3794 4.1749
C 5.6362 0.2912 3.9614
O 4.7992 1.0373 4.4004
O 5.4079 -0.7628 3.1788
C 4.0271 -0.9725 2.8509
H 8.4179 1.4112 5.0850
H 7.0418 2.4227 4.5572
H 6.8779 1.3909 5.9918
H 3.6283 -0.1087 2.3221
H 3.4442 -1.1442 3.7537
H 4.0125 -1.8460 2.2060
C -0.2529 -3.3436 3.8319
O -0.7631 -2.0350 4.1123
C -1.8912 -1.7347 3.4693
O -2.4737 -2.4520 2.6964
O -2.2573 -0.5017 3.8173
C -3.4656 -0.0469 3.1946
H 0.6519 -3.4332 4.4250
H -0.9682 -4.1088 4.1259
H -0.0229 -3.4470 2.7727
H -4.3055 -0.6757 3.4836
H -3.3595 -0.0638 2.1115
H -3.6070 0.9685 3.5506
C 1.6672 9.6219 -0.0063
O 1.1379 8.4199 -0.5775
C -0.1946 8.3616 -0.5938
O -0.9410 9.2111 -0.1799
O -0.5559 7.2046 -1.1444
C -1.9724 6.9997 -1.2313
H 2.7457 9.5161 -0.0663
H 1.3351 10.4909 -0.5711
H 1.3490 9.7243 1.0294
H -2.4338 7.7722 -1.8430
H -2.4188 7.0078 -0.2388
H -2.0896 6.0252 -1.6960
C -1.7094 -8.2016 7.4499
O -1.0140 -7.1278 6.8034
C -0.1260 -6.5052 7.5769
O 0.1214 -6.7712 8.7246
O 0.4443 -5.5342 6.8618
C 1.4256 -4.7744 7.5783
H -2.3844 -8.5978 6.6982
H -1.0081 -8.9663 7.7777
H -2.2659 -7.8319 8.3088
H 2.2399 -5.4169 7.9072
H 0.9762 -4.2893 8.4424
H 1.7866 -4.0326 6.8725

Forces on atoms 1 to 2 (eV/Å):
C 0.0 0.0 0.1
C 0.1 -0.2 0.0

(4)
Formula: C28H52InOP2
Source: the OMol25 dataset
Level of theory: ωB97M-V/def2-TZVPD

The orbital gap (alpha / beta) is 4.57 / 4.71 eV. The value obtained for the energy above the lowest of the compared OMol25 structures with the same formula, charge and spin is 0.4317 eV. Its charge is +1.

Element x y z (Å)
In -2.7614 0.3447 -0.8722
C 1.0317 0.5538 4.2674
C 2.1239 1.0162 3.4781
C 0.4031 2.5153 3.2285
C -0.0057 1.5392 4.1605
C 1.7359 2.2172 2.8465
C 0.9559 -0.7524 4.9560
H 1.9702 -1.1788 5.0897
H 0.3781 -1.4888 4.3514
H 0.4622 -0.6641 5.9440
C -1.3266 1.5124 4.7978
H -1.3461 0.8272 5.6634
H -2.0454 1.1765 4.0486
H -1.6730 2.5147 5.0716
C -0.4675 3.5773 2.7104
H -0.9743 4.0848 3.5330
H -1.2472 3.1781 2.0553
H 0.1081 4.3045 2.1388
C 2.6334 2.9725 1.9552
H 3.5061 3.3641 2.4951
H 2.1080 3.8138 1.5157
H 3.0076 2.3427 1.1478
C 3.4449 0.3527 3.3091
H 4.2575 1.0989 3.3579
H 3.5128 -0.1578 2.3350
H 3.6041 -0.4134 4.0855
C 1.4118 -2.5183 0.7468
C 2.5255 -2.4272 1.4694
C 3.8823 -2.5404 0.8640
C 4.0727 -1.7454 -0.4389
C 3.6839 -0.2907 -0.3608
C 2.4573 0.2548 -0.4902
C 1.1346 -0.4688 -0.7490
C 1.1624 -2.0120 -0.6534
H 4.1258 -3.5800 0.6404
H 3.6032 -2.2493 -1.3040
H 4.6464 -2.2998 1.6232
H 1.8446 -2.3442 -1.4467
H 0.5209 -3.0076 1.1831
H 2.4891 -2.3959 2.5384
H 0.1465 -2.4047 -0.9388
H 0.3720 -0.1072 -0.0488
H 2.4129 1.3429 -0.4909
H 0.7473 -0.2067 -1.7540
H 5.1605 -1.7657 -0.6235
H 4.5530 0.3506 -0.1106
P -1.0644 -0.6251 -3.9036
P -1.1573 2.3337 -4.7109
C -1.4040 -0.3117 -5.7420
C -1.7578 1.1549 -6.0464
H -2.2378 -0.9635 -6.0680
H -0.5005 -0.5840 -6.3194
H -1.3081 1.4748 -7.0144
H -2.8621 1.2708 -6.0991
C -1.6492 3.7809 -5.7487
H -1.2397 4.7001 -5.3277
H -2.7368 3.8719 -5.7764
H -1.2844 3.6748 -6.7785
C 0.5949 2.3507 -5.2412
H 0.6909 2.3322 -6.3258
H 1.1478 1.5171 -4.8236
H 1.0481 3.2714 -4.8798
C -2.5933 -1.6132 -3.5763
H -2.5785 -1.9497 -2.5280
H -2.6269 -2.4693 -4.2643
H -3.4713 -0.9686 -3.7189
C 0.1373 -1.9698 -4.3609
H 0.9969 -1.4971 -4.8533
H -0.3262 -2.6957 -5.0453
H 0.5111 -2.4993 -3.4852
C -2.5246 -2.3994 1.8853
C -3.4470 -1.1900 2.2158
C -4.9256 -1.6624 2.1220
C -3.0634 -0.8075 3.6643
O -3.1643 -0.0869 1.4006
H -2.9565 -3.3578 2.2467
H -1.5791 -2.2834 2.4324
H -2.3014 -2.4834 0.8152
H -5.1235 -2.4786 2.8475
H -5.6244 -0.8540 2.3561
H -5.1681 -2.0434 1.1175
H -1.9735 -0.7932 3.7730
H -3.4657 0.1600 4.0064
H -3.3607 -1.5416 4.4292

Forces on atoms 1 to 2 (eV/Å):
In -0.4 -0.1 1.9
C -0.1 0.1 -0.3

(5)
Formula: C28H52O8
Source: the OMol25 dataset
Level of theory: ωB97M-V/def2-TZVPD

The orbital gap is 8.60 eV. The value obtained for the energy above the lowest of the compared OMol25 structures with the same formula, charge and spin is 10.5775 eV. The structure (SMILES) is c1ccccc1.c1ccccc1.COCCOC.COCCOC.COCCOC.COCCOC. Its charge is 0.

Element x y z (Å)
C 5.4437 -2.0872 1.8981
O 4.1819 -2.1698 1.3049
C 4.2123 -2.7878 -0.0068
C 4.4792 -1.6975 -1.1050
O 4.4570 -2.2799 -2.3812
C 4.4470 -1.3638 -3.5002
H 5.2935 -1.5055 2.8075
H 5.9699 -1.5031 1.1430
H 6.0423 -2.9850 2.0528
H 3.2735 -3.3148 -0.1770
H 5.0491 -3.4739 -0.1376
H 5.3996 -1.1277 -0.9769
H 3.6452 -0.9959 -1.1233
H 5.3907 -0.8425 -3.6602
H 3.6450 -0.6391 -3.3597
H 4.1455 -1.8957 -4.4026
C 1.4780 -1.5262 0.7240
O 0.6492 -1.4661 1.9186
C -0.4191 -0.4949 1.9427
C -0.0231 0.9029 1.6431
O 0.0642 0.9703 0.1716
C 0.7685 2.0752 -0.3983
H 0.9039 -1.8788 -0.1329
H 2.2799 -2.2597 0.8088
H 1.9752 -0.5765 0.5269
H -0.8150 -0.4026 2.9541
H -1.1139 -0.9943 1.2674
H 0.9342 1.1426 2.1060
H -0.8288 1.5131 2.0511
H 0.1703 2.9532 -0.6421
H 1.2182 1.7156 -1.3239
H 1.5993 2.3368 0.2571
C -0.5709 3.4227 3.6597
O 0.1985 3.5217 4.8650
C 0.3393 2.2751 5.4449
C 1.6179 1.5000 5.0910
O 1.6785 1.1161 3.7401
C 3.0282 0.8589 3.3498
H -0.4033 4.1960 2.9100
H -1.6308 3.4783 3.9078
H -0.3863 2.4289 3.2518
H -0.5620 1.6651 5.5056
H 0.6020 2.4910 6.4805
H 1.6101 0.5287 5.5856
H 2.5344 2.0651 5.2610
H 3.6792 1.7317 3.2997
H 2.8604 0.4293 2.3621
H 3.4988 0.1708 4.0520
C -3.0945 -1.7647 1.5118
O -2.1822 -1.2851 0.4642
C -2.7781 -0.4423 -0.5469
C -3.9295 -1.0955 -1.2978
O -5.1704 -1.0923 -0.5729
C -6.1614 -1.8749 -1.2313
H -3.8555 -2.3922 1.0479
H -3.5812 -0.9124 1.9861
H -2.6048 -2.3573 2.2844
H -1.9170 -0.0575 -1.0932
H -3.2437 0.4286 -0.0856
H -3.5883 -2.1237 -1.1775
H -4.0598 -0.6967 -2.3038
H -7.1274 -1.8562 -0.7267
H -5.7975 -2.8910 -1.3840
H -6.2940 -1.5717 -2.2698
C -0.2255 -0.8739 -2.0224
C 0.1715 -2.1607 -2.1511
C -0.4754 -3.0120 -3.0089
C -1.4776 -2.5121 -3.8693
C -1.9103 -1.2292 -3.7378
C -1.2877 -0.3717 -2.7818
H 0.2525 -0.3817 -1.1884
H 0.9511 -2.4702 -1.4708
H -0.0453 -3.9913 -3.1581
H -1.9201 -3.1222 -4.6428
H -2.6493 -0.7064 -4.3269
H -1.6411 0.6250 -2.5622
C -3.2237 3.8649 -3.0639
C -3.3797 3.1235 -1.8575
C -2.3102 2.4801 -1.3003
C -1.1116 2.2754 -2.0595
C -0.9852 3.0054 -3.2516
C -2.0811 3.7555 -3.7507
H -4.0563 4.4808 -3.3703
H -4.3165 3.1504 -1.3207
H -2.5503 1.8894 -0.4287
H -0.2729 1.6728 -1.7435
H -0.0948 2.9946 -3.8627
H -1.9852 4.2775 -4.6913

Forces on atoms 1 to 2 (eV/Å):
C 0.4 1.5 -1.0
O -0.6 -1.9 -0.9